1.
ORCA calculation (wB97M-V/def2-TZVPD) on a structure of composition C23H42MgN5O at a distorted geometry.

ΔE to the lowest compared entry with this formula, charge and spin ... 291.09 kcal per mole
Max |F| ... 6.09 eV/Å
Kohn-Sham gap ... 3.6 eV

```
! wB97M-V def2-TZVPD RIJCOSX def2/J DEFGRID3
* xyz 1 1
Mg 0.9730 -0.6463 -0.7766
C 1.0543 5.1046 0.1336
C 1.9970 4.5029 -0.9819
C 3.4211 4.8894 -0.6450
O 1.9336 3.0543 -1.1376
H 1.4651 6.0359 0.5236
H 1.1202 4.4203 0.9794
H 0.0032 5.2351 -0.1239
H 1.6457 4.9697 -1.9021
H 3.5930 5.8933 -0.2565
H 4.0817 4.5933 -1.4599
H 3.7576 4.2743 0.1895
C 8.1721 -0.1705 -4.0925
C 7.0220 0.2796 -4.9163
C 5.8602 -0.6977 -5.1833
C 5.0790 -1.2286 -4.0275
N 4.4768 -1.5900 -3.0976
H 8.7573 0.6810 -3.7454
H 8.8050 -0.8944 -4.6059
H 7.8726 -0.6198 -3.1456
H 7.4144 0.6800 -5.8511
H 6.4781 1.1217 -4.4883
H 6.3450 -1.6160 -5.5146
H 5.0943 -0.4605 -5.9217
C -0.9646 -9.7134 2.1266
C -0.7326 -8.5840 1.1646
C -0.8720 -7.2463 1.8722
C -0.6270 -6.1406 1.0293
N -0.3807 -5.2489 0.3569
H -0.1489 -9.7511 2.8486
H -1.0138 -10.6347 1.5462
H -1.9287 -9.6643 2.6328
H -1.4880 -8.4848 0.3851
H 0.2740 -8.8240 0.8223
H -0.1121 -7.1344 2.6456
H -1.9010 -7.1864 2.2266
C -5.4601 3.5859 2.3668
C -6.1966 2.4060 1.6921
C -5.5317 0.9862 2.0355
C -4.2019 0.8838 1.4046
N -3.0884 0.8864 0.9738
H -5.8443 3.7652 3.3709
H -5.6544 4.5873 1.9827
H -4.3835 3.4818 2.5016
H -6.3538 2.7411 0.6669
H -7.1204 2.3382 2.2666
H -6.1668 0.2533 1.5378
H -5.5184 0.8699 3.1191
C -3.5435 3.6868 -4.4464
C -3.5267 2.5643 -5.5174
C -2.0731 2.0365 -5.7879
C -1.6588 1.0592 -4.8566
N -1.3553 0.2300 -4.0619
H -3.6376 3.2309 -3.4608
H -4.4625 4.2726 -4.4658
H -2.6644 4.3131 -4.5979
H -3.9643 3.0382 -6.3961
H -4.0453 1.6447 -5.2463
H -1.4673 2.9136 -5.5601
H -1.8699 1.7022 -6.8053
C 0.2127 0.7350 7.2900
C 0.2631 -0.8565 7.2210
C -0.0427 -1.5515 5.8935
C 0.7231 -1.1521 4.7038
N 1.4010 -0.8751 3.7917
H 0.5795 1.0927 8.2521
H -0.6795 1.2465 6.9287
H 0.9829 1.1323 6.6289
H -0.3318 -1.4509 7.9144
H 1.3129 -1.1275 7.3331
H -1.0455 -1.2564 5.5847
H -0.1139 -2.6125 6.1330
*
```

=====

2.
ORCA calculation (wB97M-V/def2-TZVPD) on a structure of composition C56H41FeN4O4PSi at a distorted geometry.

ΔE to the lowest compared entry with this formula, charge and spin ... 52.15 kcal per mole
Max |F| ... 1.92 eV/Å
Kohn-Sham gap (alpha / beta) ... 4.9 / 4.9 eV

```
! wB97M-V def2-TZVPD RIJCOSX def2/J DEFGRID3
* xyz -1 2
Fe -0.3233 -0.3789 -0.0326
C 0.0630 3.2097 1.9842
C 0.3276 1.9402 1.5239
N -0.6137 1.1231 1.0551
C -1.8833 1.5817 1.0135
C -2.2222 2.9001 1.3861
C -1.2402 3.7138 1.8980
C -3.5880 3.3527 1.0086
C -4.5903 2.2654 1.1593
C -4.2513 0.9834 0.9162
C -2.8842 0.6470 0.6409
N -2.3629 -0.5089 0.2381
C -2.9190 -1.7312 0.1321
C -4.1717 -2.1087 -0.3548
C -4.5275 -3.4518 -0.3862
C -3.6888 -4.4354 0.0933
C -2.4135 -4.1021 0.5922
C -1.5000 -5.0269 1.1367
C -0.2896 -4.5641 1.5956
C 0.0166 -3.2051 1.4922
N -0.8117 -2.3103 0.9926
C -2.0119 -2.7451 0.5662
H 0.8671 3.8161 2.3702
H 1.3296 1.5485 1.5236
H -1.4635 4.7272 2.1996
H -3.8838 4.2593 1.5429
H -5.6063 2.5411 1.4025
H -4.9820 0.1896 0.9588
H -4.8396 -1.3637 -0.7586
H -5.4910 -3.7254 -0.7968
H -3.9879 -5.4740 0.0741
H -1.7636 -6.0755 1.1887
H 0.4255 -5.2360 2.0455
H 0.9664 -2.8319 1.8314
O 2.7006 -0.0645 -1.8470
C 1.6751 0.5631 -2.0473
O 0.8018 0.9482 -1.1753
C 1.2696 1.0015 -3.4142
C 2.1796 1.3202 -4.4079
C 1.7184 1.7534 -5.6347
C 0.3528 1.8010 -5.8685
C -0.5551 1.4582 -4.8800
C -0.1063 1.0891 -3.6171
P -1.1696 0.7434 -2.1547
C -1.7092 2.4269 -1.7037
C -0.8033 3.4938 -1.5862
C -1.2751 4.7424 -1.1586
C -2.5472 4.9162 -0.7090
C -3.4820 3.7738 -0.5734
C -3.0227 2.6003 -1.3419
C -2.6660 0.1989 -3.1369
C -2.8728 -1.1747 -3.1859
C -3.8862 -1.7135 -3.9602
C -4.7060 -0.8860 -4.7069
C -4.5147 0.4852 -4.6619
C -3.5084 1.0238 -3.8809
H 3.2341 1.2430 -4.1919
H 2.4139 2.0475 -6.4079
H -0.0107 2.1066 -6.8392
H -1.6093 1.4939 -5.1052
H 0.2308 3.3584 -1.8587
H -0.6051 5.5911 -1.2037
H -2.8902 5.8874 -0.3796
H -4.5102 4.0574 -0.8346
H -3.7340 1.8051 -1.4973
H -2.2248 -1.8181 -2.6063
H -4.0354 -2.7829 -3.9792
H -5.4926 -1.3026 -5.3216
H -5.1567 1.1367 -5.2397
H -3.3785 2.0978 -3.8464
O 1.4126 -0.6826 0.8615
Si 2.6923 -0.7584 1.7569
C 3.8568 0.7632 1.6818
C 3.8907 1.5323 0.5237
C 4.7182 2.6343 0.4052
C 5.5419 2.9962 1.4573
C 5.5248 2.2461 2.6205
C 4.6894 1.1475 2.7278
C 2.1245 -0.8665 3.5838
C 0.7855 -0.6209 3.8695
C 0.3179 -0.5983 5.1709
C 1.1884 -0.8295 6.2232
C 2.5182 -1.1088 5.9580
C 2.9743 -1.1323 4.6512
C 3.7926 -2.2884 1.4339
C 3.7261 -3.4142 2.2473
C 4.5510 -4.5050 2.0338
C 5.4647 -4.4884 0.9941
C 5.5272 -3.3850 0.1594
C 4.6945 -2.3001 0.3755
H 3.2626 1.2397 -0.2965
H 4.7230 3.2095 -0.5122
H 6.1919 3.8577 1.3715
H 6.1687 2.5206 3.4475
H 4.6846 0.5852 3.6492
H 0.1078 -0.4567 3.0432
H -0.7274 -0.3938 5.3653
H 0.8305 -0.7998 7.2445
H 3.2020 -1.3043 6.7747
H 4.0112 -1.3763 4.4616
H 3.0208 -3.4381 3.0686
H 4.4849 -5.3699 2.6824
H 6.1215 -5.3344 0.8340
H 6.2320 -3.3743 -0.6621
H 4.7305 -1.4514 -0.2908
O 0.8732 -3.3008 -2.7310
C 0.4211 -2.4595 -2.0487
N -0.1251 -1.6357 -1.4033
*
```

=====

3.
ORCA calculation (wB97M-V/def2-TZVPD) on a cluster of 13 separate species, C16H6BrCl48N2O in total at a distorted geometry.

Max |F| ... 4.50 eV/Å
Kohn-Sham gap ... 3.4 eV

```
! wB97M-V def2-TZVPD RIJCOSX def2/J DEFGRID3
* xyz -1 1
C 3.2032 0.3496 2.2097
C 3.2917 -1.0519 1.4843
Br 4.1255 -2.3655 2.7250
C 3.9965 -1.0107 0.0549
N 5.4372 -0.7906 0.0872
N 5.7242 0.5878 0.0436
C 6.5290 0.8320 1.0043
O 6.8845 1.0149 2.1598
H 2.7576 1.1034 1.4924
H 4.1610 0.6885 2.6924
H 2.4469 0.2315 3.0542
H 2.2212 -1.4004 1.3134
H 3.8453 -2.0500 -0.3968
H 3.4377 -0.2917 -0.6296
C 0.2160 4.2442 1.2585
Cl -0.1905 2.5951 1.7682
Cl -0.9846 4.8119 0.0742
Cl 0.2116 5.3217 2.6784
Cl 1.8231 4.2493 0.5144
C -0.3659 -1.5368 -0.9712
Cl 1.1723 -2.2752 -1.4350
Cl -1.1957 -0.9376 -2.4203
Cl -1.3961 -2.7356 -0.1548
Cl -0.0632 -0.1818 0.1313
C 2.0902 -6.0143 0.3607
Cl 1.7396 -7.7534 0.4869
Cl 2.8140 -5.4433 1.8764
Cl 3.2245 -5.7328 -0.9727
Cl 0.5673 -5.1473 0.0448
C -3.2446 -5.2533 -2.9355
Cl -4.2290 -6.7248 -2.7969
Cl -1.7948 -5.4110 -1.9260
Cl -2.7675 -5.0266 -4.6314
Cl -4.1895 -3.8556 -2.3866
C 0.5474 -2.7126 4.8046
Cl 0.3568 -3.2547 3.1281
Cl -0.8408 -3.2661 5.7657
Cl 2.0413 -3.3872 5.4836
Cl 0.6256 -0.9418 4.8474
C -7.0691 -4.5853 -5.5109
Cl -8.1456 -4.2169 -6.8734
Cl -8.0378 -5.0808 -4.1094
Cl -5.9726 -5.9017 -5.9660
Cl -6.1262 -3.1413 -5.0957
C -0.0106 -2.3784 -6.3414
Cl -0.5440 -3.3598 -7.7225
Cl 1.6980 -1.9497 -6.5451
Cl -0.9856 -0.8968 -6.2570
Cl -0.2154 -3.3032 -4.8451
C -1.9913 3.2886 -7.0740
Cl -2.4865 1.6995 -6.4604
Cl -3.1507 3.8357 -8.3011
Cl -1.9518 4.4525 -5.7366
Cl -0.3775 3.1642 -7.7983
C 4.7008 7.2427 1.6778
Cl 5.2130 6.2894 0.2732
Cl 5.8553 7.0089 3.0039
Cl 4.6447 8.9628 1.2382
Cl 3.0902 6.7113 2.1946
C -3.8717 5.9466 3.0722
Cl -4.9979 6.3272 1.7456
Cl -4.7850 5.3238 4.4605
Cl -2.7156 4.7226 2.5242
Cl -2.9901 7.4093 3.5523
C 3.3937 -8.1639 5.1152
Cl 5.1572 -8.1548 4.9217
Cl 2.6377 -8.7339 3.6177
Cl 2.9505 -9.2476 6.4509
Cl 2.8311 -6.5212 5.4741
C -5.9952 10.7541 3.0851
Cl -6.6398 10.6009 4.7312
Cl -7.2287 11.4755 2.0320
Cl -4.5567 11.7932 3.1081
Cl -5.5559 9.1495 2.4710
*
```

=====

4.
ORCA calculation (wB97M-V/def2-TZVPD) on a structure of composition C37H32O2PRhSi at a distorted geometry.

ΔE to the lowest compared entry with this formula, charge and spin ... 5.37 kcal per mole
Max |F| ... 1.56 eV/Å
Kohn-Sham gap (alpha / beta) ... 7.5 / 7.5 eV

```
! wB97M-V def2-TZVPD RIJCOSX def2/J DEFGRID3
* xyz 0 1
Rh 0.4837 -0.0767 0.0436
C 1.1348 6.1546 -0.9533
C 0.8237 6.0055 0.3905
C 0.6019 4.7416 0.9183
C 0.6832 3.6289 0.0857
C 1.0071 3.7749 -1.2602
C 1.2279 5.0409 -1.7777
P 0.2513 2.0053 0.7233
C 0.3117 2.0072 2.5214
C 1.5435 2.1030 3.1662
C 1.6104 2.0036 4.5467
C 0.4510 1.8012 5.2822
C -0.7747 1.6976 4.6401
C -0.8490 1.7970 3.2594
C -1.4624 1.7928 0.1880
C -2.6428 2.5169 0.2008
C -3.7540 1.9225 -0.3803
C -3.6531 0.6559 -0.9538
C -2.4566 -0.0514 -0.9639
C -1.3358 0.5433 -0.3911
H 1.3106 7.1422 -1.3595
H 0.7554 6.8738 1.0327
H 0.3644 4.6206 1.9673
H 1.0792 2.9011 -1.8971
H 1.4765 5.1580 -2.8243
H 2.4532 2.2352 2.5911
H 2.5683 2.0674 5.0456
H 0.5060 1.7095 6.3595
H -1.6776 1.5190 5.2107
H -1.7984 1.6763 2.7577
H -2.7023 3.5041 0.6437
H -4.7036 2.4420 -0.3933
H -4.5354 0.2116 -1.3989
H -2.4161 -1.0374 -1.4117
O -0.6217 -0.6697 1.5778
Si -0.7776 -2.0168 2.4170
C -2.4474 -1.9158 3.2769
C -2.8022 -2.7187 4.3624
C -4.0636 -2.6332 4.9378
C -4.9951 -1.7365 4.4325
C -4.6610 -0.9284 3.3542
C -3.3987 -1.0186 2.7825
C 0.5730 -2.2210 3.7126
C 0.4040 -1.7294 5.0100
C 1.4328 -1.7896 5.9412
C 2.6555 -2.3419 5.5874
C 2.8457 -2.8318 4.3025
C 1.8118 -2.7720 3.3779
C -0.6808 -3.4844 1.2435
C -0.6333 -4.8045 1.6983
C -0.5758 -5.8682 0.8095
C -0.5647 -5.6309 -0.5602
C -0.6161 -4.3297 -1.0343
C -0.6779 -3.2743 -0.1333
H -2.0819 -3.4175 4.7751
H -4.3190 -3.2636 5.7806
H -5.9791 -1.6674 4.8796
H -5.3852 -0.2269 2.9572
H -3.1363 -0.3833 1.9423
H -0.5441 -1.2889 5.2959
H 1.2803 -1.4066 6.9435
H 3.4591 -2.3921 6.3118
H 3.7993 -3.2616 4.0216
H 1.9753 -3.1580 2.3772
H -0.6287 -5.0063 2.7644
H -0.5361 -6.8840 1.1825
H -0.5180 -6.4601 -1.2548
H -0.6124 -4.1362 -2.1002
H -0.7458 -2.2570 -0.5202
C 2.4301 -1.4126 -1.4873
O 2.3350 -0.3963 -0.5248
H 2.8470 -1.0306 -2.4256
H 1.4614 -1.8926 -1.7185
H 3.0927 -2.2039 -1.1175
*
```

=====

5.
ORCA calculation (wB97M-V/def2-TZVPD) on the molecule H3NOSi at a distorted geometry.

ΔE to the lowest compared entry with this formula, charge and spin ... 107.49 kcal per mole
Max |F| ... 3.01 eV/Å
Kohn-Sham gap (alpha / beta) ... 8.2 / 8.3 eV
Structure (SMILES) ... O=N[SiH3]

```
! wB97M-V def2-TZVPD RIJCOSX def2/J DEFGRID3
* xyz 0 1
N -1.2077 -0.2692 -0.0885
O -2.2811 0.2606 0.0407
Si 0.4935 0.0559 -0.0111
H 1.5943 1.0697 -0.4438
H 0.5077 -0.0681 1.3825
H 0.8934 -1.0490 -0.8799
*
```

=====

6.
ORCA calculation (wB97M-V/def2-TZVPD) on a structure of composition C5H8O2.

ΔE to the lowest compared entry with this formula, charge and spin ... 89.87 kcal per mole
Max |F| ... 0.40 eV/Å
Kohn-Sham gap ... 8.0 eV

```
! wB97M-V def2-TZVPD RIJCOSX def2/J DEFGRID3
* xyz 0 1
O 2.0138 0.1779 -0.6338
C 1.0126 0.1563 0.3642
C -0.0057 1.2864 0.0508
C -1.1916 0.3987 -0.2225
O -2.2626 0.5851 0.5008
C -0.9915 -0.8314 -0.8805
C 0.0960 -1.1164 0.2667
H 2.6006 -0.5748 -0.4788
H 1.4769 0.2986 1.3540
H -0.1657 1.9879 0.8721
H 0.2772 1.8291 -0.8570
H -2.8287 -0.1803 0.2435
H 0.6096 -2.0052 -0.0998
H -0.3173 -0.6682 -1.7372
H -0.3236 -1.3436 1.2576
*
```

=====

> Which formula does entry 4 have?

C37H32O2PRhSi

=====

> The lowest max |F| belongs to which entry?

C5H8O2